{"formula": "C2H2O2S2", "method": "the ωB97M-V functional and the def2-TZVPD basis", "relative_energy_kcal_mol": 51.68, "homo_ev": -9.011, "charge": 0, "total_energy_ev": -27869.3650, "elements": ["C", "C", "O", "O", "S", "S", "H", "H"], "positions_angstrom": [[1.25733, -0.42247, -0.35743], [1.09625, 0.76500, 0.19744], [-1.37857, -0.65496, 1.02986], [1.49285, -1.49523, -0.75412], [-2.32638, -0.95588, -0.10521], [-2.34627, 0.44326, -1.35547], [0.89955, 1.77182, 0.01723], [1.30523, 0.54846, 1.32769]], "mulliken_charge": [0.67, -0.79, -0.37, -0.38, 0.47, -0.10, 0.32, 0.18]}

=====

{"formula": "C4H7O3Sm", "method": "the ωB97M-V functional and the def2-TZVPD basis", "relative_energy_kcal_mol": 32.83, "homo_ev": [-16.811, -17.507], "charge": 2, "spin_multiplicity": 6, "total_energy_ev": -28285.8293, "elements": ["O", "C", "H", "H", "O", "C", "C", "O", "C", "Sm", "H", "H", "H", "H", "H"], "positions_angstrom": [[3.48189, 0.64160, 0.13054], [4.28300, -0.27377, 0.06968], [5.36478, -0.06470, 0.09719], [3.95051, -1.32643, 0.04298], [-0.93774, 1.78149, 0.03076], [-2.20508, 1.31788, -0.08398], [-2.49014, -0.14494, -0.00256], [-1.93908, -1.02318, 0.75452], [-0.64696, -1.18398, 0.05152], [1.02509, 0.89388, 0.20038], [-2.70083, 1.58627, -1.04905], [-2.89994, 1.73188, 0.68721], [-3.48670, -0.44115, -0.35904], [-0.50699, -1.35156, -1.02240], [-0.29181, -2.14328, 0.45225]], "mulliken_charge": [-0.50, 0.09, 0.30, 0.20, -0.72, -0.13, 0.07, -0.12, -1.23, 1.88, 0.37, 0.36, 0.43, 0.52, 0.46]}

=====

{"formula": "C34H46CaN5O5S2Si4Te", "method": "the ωB97M-V functional and the def2-TZVPD basis", "relative_energy_kcal_mol": 10.19, "homo_ev": -5.394, "charge": -1, "total_energy_ev": -132612.8877, "elements": ["Ca", "C", "C", "C", "C", "C", "C", "C", "S", "O", "O", "N", "C", "C", "C", "C", "C", "C", "C", "C", "N", "C", "H", "H", "H", "H", "H", "H", "H", "H", "H", "H", "H", "H", "H", "O", "S", "O", "O", "C", "N", "C", "C", "C", "N", "C", "C", "C", "N", "C", "C", "H", "H", "H", "H", "H", "H", "C", "Si", "C", "C", "Si", "Te", "Si", "C", "C", "C", "Si", "C", "C", "C", "H", "H", "H", "H", "H", "H", "H", "H", "H", "H", "H", "H", "H", "H", "H", "H", "H", "H", "H", "H", "H", "H", "H", "H", "H", "H", "H"], "positions_angstrom": [[-20.13289, 5.75569, 10.67394], [-23.72189, 12.35770, 10.67959], [-22.59697, 11.43378, 11.14561], [-22.73415, 10.83950, 12.43712], [-21.77082, 9.95011, 12.92098], [-20.81201, 9.53849, 12.10403], [-20.56095, 10.19643, 10.89580], [-21.40032, 11.19064, 10.48321], [-19.74484, 8.19605, 12.50080], [-18.98203, 8.57168, 13.66597], [-18.96736, 7.93568, 11.24769], [-20.61012, 6.90057, 12.66611], [-20.98425, 6.43106, 13.89910], [-21.04600, 7.07668, 15.11148], [-21.59277, 6.34240, 16.20521], [-22.01739, 5.06069, 16.15966], [-21.94006, 4.32287, 14.92011], [-22.46209, 3.01360, 14.65026], [-22.47421, 2.57184, 13.35882], [-21.81196, 3.29759, 12.42681], [-21.24263, 4.48477, 12.62474], [-21.41887, 5.04708, 13.82970], [-23.47273, 12.75716, 9.76611], [-23.84731, 13.26589, 11.31328], [-24.64273, 11.74120, 10.71418], [-23.46728, 11.24849, 13.08640], [-22.00708, 9.45253, 13.86803], [-19.61188, 9.94556, 10.34060], [-21.27731, 11.65514, 9.52013], [-20.71871, 8.12717, 15.21508], [-21.72492, 6.82821, 17.20316], [-22.41167, 4.57402, 17.01628], [-22.86698, 2.39687, 15.52004], [-22.87410, 1.62242, 12.95534], [-21.65547, 2.86280, 11.43366], [-26.51106, 10.32275, 10.71526], [-27.85833, 10.68614, 10.24786], [-28.71648, 9.57079, 9.89266], [-27.49301, 11.30420, 8.41672], [-26.38598, 10.98901, 7.78832], [-26.07259, 11.78322, 6.74115], [-24.93597, 11.59577, 6.13656], [-23.97829, 10.69628, 6.58283], [-24.45983, 9.80976, 7.49516], [-25.62128, 9.95747, 8.14123], [-23.54768, 8.83688, 8.09183], [-23.80787, 8.32350, 9.40816], [-22.90009, 7.40541, 9.93186], [-21.89496, 6.87316, 9.28396], [-21.69079, 7.39461, 8.05265], [-22.42095, 8.35312, 7.44811], [-24.75329, 12.42356, 5.42338], [-23.01063, 10.68920, 6.10327], [-24.59443, 8.77113, 10.08105], [-23.08311, 7.01417, 10.94487], [-20.82476, 7.06383, 7.46367], [-22.04073, 8.67361, 6.49597], [-15.02402, 3.02268, 13.21298], [-16.66944, 3.40079, 12.47222], [-17.18626, 4.96914, 13.25901], [-17.96727, 2.12418, 13.02146], [-16.68911, 3.30435, 10.08792], [-19.05266, 3.41076, 9.29638], [-15.39785, 4.94246, 9.10112], [-15.51542, 4.98267, 7.15375], [-13.66323, 4.64931, 9.75929], [-15.99431, 6.56213, 9.84570], [-15.91511, 1.12488, 9.34574], [-17.22825, -0.17811, 9.42555], [-15.50976, 1.42745, 7.50122], [-14.32414, 0.68703, 10.24558], [-14.83982, 1.96163, 13.26688], [-14.88431, 3.50752, 14.18864], [-14.14453, 3.30508, 12.62142], [-17.29110, 4.76092, 14.30459], [-18.16906, 5.33083, 12.93604], [-16.55590, 5.81470, 13.00999], [-17.97795, 2.07782, 14.11618], [-17.84748, 1.14562, 12.72162], [-18.91440, 2.39690, 12.52005], [-14.60141, 4.55238, 6.70463], [-15.74382, 5.95890, 6.74090], [-16.41391, 4.33741, 7.03784], [-13.44388, 3.59820, 9.67708], [-13.69098, 5.00382, 10.79317], [-12.91563, 5.16282, 9.16836], [-17.05452, 6.88790, 9.75582], [-15.34620, 7.45556, 9.44493], [-15.86216, 6.42969, 10.89654], [-18.13181, 0.33556, 9.19788], [-17.43389, -0.68715, 10.39058], [-17.12742, -0.93701, 8.65149], [-16.45242, 1.51883, 7.05504], [-15.06196, 0.65415, 6.95716], [-14.99592, 2.38412, 7.42080], [-14.48928, 0.36306, 11.26761], [-13.54786, 1.46173, 10.21572], [-13.94435, -0.26073, 9.78621]], "mulliken_charge": [1.11, -1.57, 0.88, -0.89, -0.18, -0.09, -0.16, -0.65, 1.25, -0.75, -0.60, 0.75, -0.11, -0.85, -0.95, -0.88, 0.84, -0.66, -0.73, -0.49, 0.86, -0.20, 0.45, 0.38, 0.21, 0.50, 0.21, 0.29, 0.33, 0.51, 0.27, 0.45, 0.31, 0.36, 0.35, -0.49, 0.51, -0.52, -0.64, 0.69, -0.59, -0.39, -0.80, 0.55, -0.41, 1.21, -0.52, -0.27, -0.52, -0.57, -0.76, 0.38, 0.33, 0.42, 0.35, 0.38, 0.32, -1.17, 0.46, -0.64, -0.95, -0.05, -0.49, 0.65, -1.17, -0.95, -0.67, 0.49, -1.10, -0.98, -1.05, 0.38, 0.39, 0.29, 0.48, -0.19, 0.34, 0.37, 0.46, -0.07, 0.32, 0.39, 0.29, 0.14, 0.17, 0.41, 0.02, 0.31, 0.09, 0.28, 0.30, 0.38, 0.32, 0.52, 0.03, 0.31, 0.28, 0.34]}

=====

- What is the charge in the third record?
  -1